No. 1
{
  "formula": "C34H36F5IrN2O3PTe",
  "method": "ωB97M-V/def2-TZVPD",
  "de_lowest_kcal_mol": 0.0,
  "lumo_ev": [-4.84, -4.83],
  "orbital_gap_ha": [0.2407, 0.2407],
  "total_charge": 1,
  "species": ["Ir", "Te", "P", "F", "F", "F", "F", "F", "O", "O", "O", "N", "N", "C", "C", "C", "C", "C", "C", "C", "C", "C", "C", "C", "C", "C", "C", "C", "C", "C", "C", "C", "C", "C", "C", "C", "C", "C", "C", "C", "C", "C", "C", "C", "C", "C", "C", "H", "H", "H", "H", "H", "H", "H", "H", "H", "H", "H", "H", "H", "H", "H", "H", "H", "H", "H", "H", "H", "H", "H", "H", "H", "H", "H", "H", "H", "H", "H", "H", "H", "H", "H", "H"],
  "xyz": [[0.894887, 0.249450, 0.313513], [3.419842, 1.192591, 1.594804], [0.470956, 0.443951, -1.946937], [4.596298, -0.252126, 1.427174], [4.669518, 2.005241, 0.536069], [2.083031, 2.191661, 0.306449], [3.145722, 2.902045, 2.295339], [4.203684, 1.102831, 3.281101], [4.426031, 0.252288, -1.874235], [1.923259, 0.287733, 2.136027], [2.823937, 0.072731, -0.312269], [0.351295, -1.806191, 0.912958], [-1.005013, 0.409995, 1.010359], [2.185440, 0.608924, -2.588184], [1.761949, -2.863535, 4.150746], [0.099762, -3.386136, -3.190333], [-0.752176, 1.959279, -3.936626], [-3.080295, 1.248874, -0.952119], [-0.273320, 1.934245, -2.624270], [-3.150656, -0.701380, 1.480667], [-1.137653, 2.599647, 2.073158], [-1.201520, 3.151925, -4.479208], [3.511363, -2.765371, 2.518841], [-2.518945, 2.159997, 0.111028], [-0.652518, 4.298889, -2.433028], [-2.042058, -2.361819, -3.571776], [-1.705223, -0.649033, 1.104049], [1.234364, -2.370709, 1.865419], [-0.208953, -1.034881, -2.734519], [-2.944232, 3.479864, 0.142011], [3.004666, -2.690734, 0.077182], [-1.233517, -3.489487, -3.572666], [-0.946895, -1.885098, 0.939890], [-1.592508, 1.742218, 1.072040], [-1.536747, -1.138826, -3.146499], [-2.462224, 4.364582, 1.088934], [-0.652002, -2.715018, 3.582337], [0.793867, -2.652696, 3.186489], [3.113124, -2.850419, 3.840565], [-1.161108, 4.318679, -3.724199], [0.607703, -2.167025, -2.768809], [3.276297, 0.304363, -1.581797], [-1.624875, -3.177139, 0.627790], [-1.578600, 3.916114, 2.054271], [-0.205481, 3.107754, -1.877847], [2.582328, -2.578526, 1.515813], [-0.247673, 2.149307, 3.208523], [-1.217499, 4.591101, 2.821866], [2.340164, 0.013874, -3.485011], [-0.017556, 1.087926, 3.185287], [3.883014, -2.080492, -0.117113], [2.329085, 1.656295, -2.855017], [-2.431958, -3.420243, 1.321273], [-2.441100, 0.386991, -1.137752], [-1.518113, 5.248476, -4.150121], [3.848694, -2.947410, 4.629114], [2.200354, -2.413740, -0.601223], [4.557015, -2.851154, 2.252904], [-1.147182, -3.578414, 3.136088], [-3.518539, 0.289254, 1.733948], [-3.204846, 1.799265, -1.885491], [-0.737375, -2.805205, 4.663062], [-4.068231, 0.882987, -0.659206], [-3.285224, -1.348167, 2.351358], [-1.204714, -1.816500, 3.280778], [0.216993, 3.103677, -0.876620], [-2.786163, 5.397430, 1.081079], [-0.901324, -3.989273, 0.615692], [-3.653345, 3.816462, -0.604853], [-0.593646, 5.213728, -1.856633], [-0.756139, 1.056713, -4.535472], [-0.725439, 2.388337, 4.159605], [3.283891, -3.728681, -0.124729], [-3.072663, -2.430130, -3.898351], [1.448200, -3.036306, 5.172814], [-1.566723, 3.174036, -5.498252], [0.699054, 2.691787, 3.188480], [-2.178217, -0.267853, -3.157905], [1.651835, -2.096031, -2.483816], [-2.057454, -3.086778, -0.375172], [-1.633448, -4.448027, -3.878024], [-3.749620, -1.116203, 0.668067], [0.743089, -4.256761, -3.218882]],
  "atomic_forces_ev_per_a": [[0.898, -0.939, 0.728], [1.439, 0.534, 1.091], [0.222, -0.309, -0.021], [-0.068, -0.389, -0.290], [0.128, 0.307, -0.240], [-1.191, -0.791, -0.026], [-0.410, 0.245, -0.085], [0.079, -0.128, 0.195], [0.112, -0.043, 0.163], [-0.395, 0.187, -0.518], [0.046, -0.019, -0.040], [0.079, 3.543, -0.255], [0.005, 1.701, -0.729], [-0.009, -0.051, 0.266], [0.174, 0.003, 0.147], [-0.035, -0.003, 0.056], [0.024, 0.014, 0.071], [0.013, 0.163, 0.130], [-0.255, -0.067, 0.009], [0.036, -0.038, 0.138], [0.207, -0.088, 0.342], [0.005, -0.003, -0.036], [0.084, -0.086, 0.132], [-0.087, -0.301, -0.202], [0.022, 0.018, -0.019], [-0.041, 0.004, 0.079], [-0.641, -0.266, -0.303], [0.663, -1.564, -0.112], [-0.136, -0.038, 0.085], [-0.032, 0.058, -0.049], [0.163, -0.065, 0.159], [0.074, 0.011, 0.011], [-0.024, -1.488, -0.756], [0.073, -0.175, 0.290], [-0.011, -0.044, -0.037], [0.000, 0.008, 0.050], [0.101, 0.061, -0.020], [-0.244, 0.328, -0.455], [-0.011, -0.059, 0.040], [-0.017, 0.002, 0.028], [0.018, 0.008, -0.133], [-0.315, -0.243, 0.177], [-0.143, -0.216, 0.870], [0.032, 0.133, 0.029], [0.007, 0.053, 0.052], [-0.406, -0.037, -0.446], [-0.024, 0.167, -0.140], [-0.034, -0.014, -0.027], [0.021, -0.001, -0.080], [-0.034, 0.020, 0.040], [-0.002, 0.023, -0.037], [-0.057, 0.043, -0.082], [-0.035, -0.006, -0.106], [-0.037, -0.003, -0.024], [0.040, -0.035, 0.009], [-0.026, -0.060, -0.048], [0.069, -0.047, 0.064], [-0.017, 0.016, 0.014], [-0.029, 0.006, 0.090], [-0.012, -0.007, -0.042], [0.062, -0.040, -0.003], [-0.020, 0.056, -0.003], [0.040, -0.026, -0.026], [0.031, -0.027, -0.070], [0.035, -0.029, 0.081], [-0.086, 0.000, -0.056], [-0.005, -0.026, 0.029], [0.009, -0.008, 0.003], [0.021, -0.009, -0.006], [-0.016, -0.041, -0.007], [-0.028, 0.033, -0.007], [-0.049, -0.050, -0.014], [-0.119, -0.008, -0.005], [0.041, 0.000, 0.005], [-0.001, 0.036, -0.022], [-0.011, 0.004, 0.041], [0.025, -0.053, -0.044], [0.005, -0.012, 0.007], [-0.076, -0.027, -0.043], [0.056, 0.108, -0.005], [0.008, 0.043, -0.054], [0.038, 0.003, -0.004], [-0.013, 0.032, 0.004]],
  "lowdin_charge": [1.30, 1.86, 0.97, -0.34, -0.29, -0.44, -0.36, -0.36, 0.17, -0.59, -0.42, 0.07, -0.03, -0.17, -0.03, -0.05, -0.08, -0.03, -0.36, 0.02, -0.19, -0.06, -0.03, -0.22, -0.05, -0.06, -0.28, -0.17, -0.34, -0.04, -0.02, -0.06, -0.28, -0.18, -0.10, -0.05, -0.01, -0.18, -0.02, -0.05, -0.09, -0.60, 0.02, -0.02, -0.09, -0.21, -0.02, 0.13, 0.11, 0.05, 0.08, 0.12, 0.09, 0.04, 0.11, 0.12, 0.04, 0.13, 0.08, 0.10, 0.09, 0.10, 0.09, 0.10, 0.08, 0.09, 0.12, 0.11, 0.12, 0.12, 0.11, 0.10, 0.11, 0.11, 0.12, 0.11, 0.08, 0.09, 0.10, 0.10, 0.11, 0.11, 0.12]
}


No. 2
{
  "formula": "C50H42F12N3O2PtTe",
  "method": "ωB97M-V/def2-TZVPD",
  "lumo_ev": [2.02, 0.22],
  "orbital_gap_ha": [0.1447, 0.1673],
  "total_charge": -1,
  "spin_multiplicity": 5,
  "species": ["Pt", "Te", "F", "F", "F", "F", "F", "F", "F", "F", "F", "F", "F", "F", "O", "O", "N", "N", "N", "C", "C", "C", "C", "C", "C", "C", "C", "C", "C", "C", "C", "C", "C", "C", "C", "C", "C", "C", "C", "C", "C", "C", "C", "C", "C", "C", "C", "C", "C", "C", "C", "C", "C", "C", "C", "C", "C", "C", "C", "C", "C", "C", "C", "C", "C", "C", "C", "C", "C", "H", "H", "H", "H", "H", "H", "H", "H", "H", "H", "H", "H", "H", "H", "H", "H", "H", "H", "H", "H", "H", "H", "H", "H", "H", "H", "H", "H", "H", "H", "H", "H", "H", "H", "H", "H", "H", "H", "H", "H", "H", "H"],
  "xyz": [[0.867784, 0.129597, -0.083876], [-4.082697, -0.456074, -1.123224], [-3.157393, -3.256230, -2.237094], [-0.348433, 4.243469, 1.589474], [-4.637153, -3.104294, 0.161465], [-2.410484, 2.371978, 1.238887], [-3.495769, -3.453394, 1.971461], [-1.301261, -4.334950, -1.609549], [-1.305343, -2.199724, -2.134985], [-2.183953, 0.647926, 2.502939], [1.584871, 3.638183, 2.342809], [-2.171976, 2.657695, 3.429332], [-0.076507, 3.886567, 3.735541], [-3.392549, -4.857345, 0.329830], [0.133009, 1.800718, 0.905537], [-2.545924, -1.402779, 0.092084], [1.025460, 4.386608, -1.471558], [1.884603, -1.404730, -0.503240], [0.149922, -0.851105, 1.621390], [2.293686, -0.438061, 4.584100], [-3.433415, -3.555545, 0.629496], [2.382093, 4.200865, -0.986355], [-8.039040, 3.022384, 0.501392], [0.660832, 2.100210, -2.440118], [-7.663964, 3.697644, -0.689002], [0.847970, -0.243066, -3.069865], [4.318986, -2.823980, -2.773773], [0.829167, -0.246391, 2.619009], [-1.775318, 1.922628, 2.338664], [3.311653, -4.816662, -3.687629], [0.797229, 0.731469, -2.061032], [1.887474, -0.862706, 3.336878], [0.690103, -6.268821, 2.041148], [2.382891, -3.832149, -1.659269], [-0.192709, -2.730521, 3.053216], [5.150641, 1.358216, -2.626009], [0.753481, 5.622521, -2.183772], [-6.757932, 3.137080, -1.547465], [0.415154, 1.019542, 3.192564], [-0.239110, 1.974649, 2.242774], [4.434257, 0.369713, -0.090256], [3.234947, -2.746165, -1.918826], [0.241593, 3.426972, 2.494250], [0.122883, 3.285723, -1.554671], [-6.239644, 1.422132, 0.115830], [4.300282, -3.794586, -3.735773], [-4.761426, 1.625926, -1.905599], [4.288463, 0.292616, -2.514793], [3.021471, -1.496072, -1.121809], [0.145543, -4.860308, 2.068949], [-5.941007, 2.098472, -1.126229], [-2.230636, -2.745214, 0.006549], [5.410498, 1.324727, -0.192142], [5.707241, 1.867482, -1.441423], [-5.336439, 0.247674, 0.498968], [3.989342, -0.250179, -1.222229], [1.052086, 0.174263, -4.390802], [-7.347756, 1.825106, 0.865158], [-0.971326, -3.019355, 0.808061], [-0.551637, -4.403741, 0.976121], [0.553248, 1.238356, 4.555912], [-1.959631, -3.157542, -1.486425], [1.698463, 0.751149, 6.740411], [2.414565, -4.909052, -2.598959], [-0.424621, -2.115405, 1.776041], [1.532231, 0.533378, 5.249477], [1.094011, 1.511989, -4.738198], [0.822528, 2.458366, -3.782098], [0.271803, -4.044089, 3.171904], [1.111146, 5.616306, -3.233285], [-0.120138, -6.908684, 1.917838], [4.105995, -0.015637, 0.861000], [-0.846139, 3.638953, -1.879592], [1.212448, 6.502889, -1.707855], [5.083912, -2.046000, -2.787815], [1.994033, -0.242134, 7.157729], [3.320044, -5.682654, -4.359429], [1.227076, -0.545471, -5.174913], [-3.847579, 2.236208, -1.887173], [1.149915, -6.567386, 2.959726], [5.371423, 1.808808, -3.589287], [-6.510956, 3.574948, -2.547387], [-0.327940, 5.683560, -2.366234], [1.356468, 1.850670, -5.818247], [3.704365, -0.127697, -3.366032], [-7.542824, 1.295986, 1.799763], [0.075920, 2.864406, -0.501816], [3.018391, 3.627041, -1.702881], [0.750571, 1.089636, 7.164492], [0.684866, -4.376863, 4.117041], [-6.049828, -0.595271, 0.698696], [-4.594458, 0.396260, 1.304962], [0.641232, -1.316150, -2.925989], [-0.018586, 2.032418, 5.007147], [1.708850, -5.744084, -2.436960], [-8.913195, 3.272604, 1.092680], [1.356236, -6.426601, 1.196587], [2.371762, 3.744361, -0.000688], [-0.278213, -2.099902, 3.868864], [-8.128412, 4.634460, -1.027861], [0.777168, 3.491562, -4.043378], [5.065991, -3.958773, -4.484419], [2.901975, 5.152966, -0.852131], [-4.922706, 1.400922, -2.972521], [2.466721, 1.512892, 6.970058], [-0.689008, -5.039470, 0.069083], [6.380768, 2.712623, -1.484666], [2.423771, -1.681268, 2.853551], [3.112761, -0.911981, 5.161166], [5.927194, 1.681592, 0.659976], [1.761567, -3.859801, -0.789376]],
  "atomic_forces_ev_per_a": [[-2.293, -0.482, -1.172], [-1.001, 1.836, -0.740], [1.217, -0.510, 1.252], [0.093, -0.213, 0.718], [0.727, -0.105, 0.241], [0.206, 0.073, 0.829], [0.275, 0.178, -0.573], [-0.745, 0.996, -0.638], [0.320, -0.508, 0.606], [-0.187, 0.368, 0.229], [-1.153, -0.778, 0.333], [-0.601, -0.790, -0.830], [0.404, 0.197, -0.448], [0.126, -0.176, -0.023], [-0.352, -0.036, 0.933], [-0.152, -0.284, 0.343], [0.639, 2.387, 0.085], [-0.369, 0.653, 1.482], [-1.732, -2.548, -1.118], [-0.303, 0.461, 0.831], [-0.377, -0.055, -0.127], [-0.144, -0.247, -0.730], [0.843, -1.209, -0.613], [-0.976, 0.320, -0.661], [-1.685, 0.027, 0.764], [-0.111, 0.314, -0.868], [0.669, 0.066, -1.551], [1.013, 1.118, 3.996], [-0.112, 0.157, 0.074], [-0.565, -0.895, 0.796], [0.014, 1.109, 1.172], [0.344, -0.451, -0.871], [0.482, 1.251, -0.181], [0.390, -1.663, -2.196], [0.935, -1.656, -1.057], [-0.015, 0.276, 0.722], [0.027, -1.128, -0.954], [1.815, 0.256, -0.982], [-0.588, -1.549, -0.922], [0.621, 0.268, -2.093], [0.435, -0.985, 0.566], [-0.356, 2.947, 2.878], [0.270, 1.159, -0.190], [1.944, -2.422, 1.947], [1.070, 0.695, -1.622], [-0.428, -1.852, -0.020], [1.060, -1.091, -0.762], [-1.170, -1.180, 0.460], [2.031, -0.484, -2.574], [0.963, -1.092, -0.400], [-0.243, -1.354, 1.421], [0.132, 1.046, -0.636], [-0.148, 0.939, -1.272], [0.394, -0.072, -0.157], [-0.792, -1.058, 0.311], [-1.954, -1.607, -1.577], [0.014, -0.263, -0.061], [0.464, 1.187, -0.342], [0.599, -2.205, 0.772], [-0.719, 1.878, -1.852], [1.233, -0.102, -0.788], [-1.386, 0.039, -1.281], [0.491, -0.529, -0.276], [0.174, 1.541, 0.715], [1.456, 1.613, 0.704], [-0.242, -0.153, 0.664], [0.745, 0.552, -2.151], [0.199, -0.485, 0.613], [-1.125, 1.795, 0.478], [0.465, 0.077, 0.015], [-1.523, -1.377, -0.390], [0.050, -0.041, 0.286], [-0.249, -0.102, -0.209], [-0.490, -0.245, 0.108], [-0.307, -0.251, 0.067], [-0.203, 0.964, 0.172], [0.203, 0.571, -0.077], [-0.160, -0.362, -0.053], [-0.442, 0.102, 0.359], [0.558, 0.063, 0.547], [-0.064, -0.013, 0.138], [-0.427, -0.146, 1.068], [0.067, 0.465, 0.662], [-0.592, -0.763, 1.906], [0.841, 0.392, 0.604], [-0.312, 0.182, -0.293], [-0.578, 0.624, -1.522], [-0.287, -0.038, 0.513], [0.139, -0.142, 0.131], [-0.189, -0.142, -0.031], [1.032, 0.485, 0.347], [-0.741, 0.097, -0.070], [0.759, 0.695, 0.384], [0.135, 0.117, 0.189], [0.613, 0.349, -0.386], [0.249, 0.492, -0.056], [0.215, 0.066, 0.019], [0.057, -0.493, -0.013], [0.356, 1.105, 1.621], [-0.164, -0.536, 0.466], [-0.102, 0.641, -0.185], [0.162, 0.511, 0.018], [-0.327, 0.218, -0.111], [-0.347, 0.230, 0.327], [-0.246, -0.417, -0.033], [-0.099, 0.302, 1.525], [0.189, -0.023, -0.087], [-0.331, 0.029, 0.094], [-0.521, 0.147, -0.726], [0.205, 0.492, 0.816], [-0.405, 0.190, 0.228]],
  "mulliken_spin": [0.56, 0.73, 0.00, 0.00, 0.00, 0.00, 0.00, 0.00, 0.01, 0.01, 0.00, 0.00, 0.00, 0.00, 0.08, -0.03, 0.00, 0.71, 0.44, -0.01, 0.00, 0.00, 0.00, 0.01, 0.00, 0.02, 0.14, -0.03, 0.00, 0.22, -0.04, 0.07, -0.01, 0.28, 0.23, -0.01, 0.00, 0.01, -0.03, 0.05, 0.00, -0.02, 0.00, 0.00, 0.00, -0.09, 0.17, 0.06, 0.13, 0.17, 0.02, 0.05, -0.01, 0.03, 0.02, 0.11, 0.00, 0.01, 0.17, -0.14, -0.01, 0.06, 0.00, -0.15, 0.01, 0.03, 0.01, -0.01, -0.11, 0.00, 0.01, 0.01, 0.00, 0.00, 0.03, 0.00, 0.02, 0.00, -0.01, 0.00, 0.00, 0.00, 0.00, 0.00, 0.01, 0.00, 0.00, 0.00, 0.00, 0.00, -0.02, 0.00, 0.02, 0.00, -0.01, 0.00, 0.01, 0.00, -0.01, 0.00, 0.00, -0.01, 0.00, 0.01, 0.00, 0.00, 0.00, -0.01, 0.00, 0.00, 0.05]
}